Entry 1:
Below is C3H4F2O4S2 as an isolated structure in a non-equilibrium geometry, with properties calculated with the ωB97M-V functional and the def2-TZVPD basis.

Output
HOMO energy, eV: -11.1708
E_tot, eV: -38467.3742
LUMO level, eV: -0.168
F_max, eV Å⁻¹: 4.68
Charge: 0

Last column: Mulliken charge in e.
Geometry (Å):
C  1.78251  0.55933  -0.83581  -0.95
C  0.64789  0.38001  -0.09128  0.59
C  0.38654  -0.82040  1.00437  -0.63
O  -1.19655  2.07486  -1.27618  -0.61
O  -1.58619  0.93866  1.05911  -0.66
O  -1.40012  -0.40451  -1.03737  -0.44
O  -2.14426  -2.16719  0.65326  -0.54
F  0.09091  2.55167  0.60088  -0.30
F  -0.21269  -2.50341  -0.85626  -0.30
S  -0.81844  1.36782  -0.09261  1.32
S  -1.12372  -1.38687  0.03368  1.16
H  1.71863  1.47022  -1.41708  0.26
H  2.70978  0.00247  -0.84784  0.33
H  0.08045  -0.35724  1.91345  0.37
H  1.06525  -1.70542  1.18969  0.40



Entry 2:
Below is a 14-piece molecular cluster, C17H58F3N26O15 overall in a non-equilibrium geometry, with properties calculated with the ωB97M-V functional and the def2-TZVPD basis.

Output
HOMO energy, eV: -7.6779
E_tot, eV: -96190.5860
LUMO level, eV: 1.629
F_max, eV Å⁻¹: 4.02
Relative energy (zero: lowest compared OMol25 entry of this formula, charge and spin), kcal per mole: 91.1
Charge: -1

Last column: Mulliken charge in e.
Geometry (Å):
C  1.01390  0.17220  -0.21866  0.94
O  -0.31871  0.20546  0.36486  0.96
O  1.30771  1.42003  -0.72425  1.52
C  2.01592  -0.64640  0.70212  -0.15
F  1.89363  -1.92350  0.35330  -0.31
F  3.24582  -0.24078  0.44830  -0.15
F  1.81281  -0.65472  2.04700  -0.27
C  -1.00733  -1.09520  0.42922  -0.48
C  -2.42407  -0.85801  0.80777  -0.37
H  -2.96131  -0.09106  0.25218  -0.19
H  -3.08350  -1.71643  0.66691  -0.23
H  -2.42528  -0.76265  1.89678  0.63
H  -0.51567  -1.89121  0.98466  -0.20
H  -1.02906  -1.50112  -0.58817  0.40
H  0.85891  -0.42909  -1.12240  -0.27
C  -6.80837  0.87160  -1.43232  0.60
O  -7.57850  0.17727  -2.10026  -0.69
N  -5.61818  0.43036  -0.99554  -0.01
N  -7.23327  2.08656  -1.13738  -0.38
H  -5.35925  -0.50783  -1.24328  -0.04
H  -5.14375  0.96338  -0.28633  0.11
H  -8.02406  2.47418  -1.61621  0.22
H  -6.82784  2.52365  -0.32328  0.18
C  6.20664  2.19259  1.91817  0.50
O  7.03541  1.38597  1.49103  -0.71
N  6.39553  3.45760  2.29580  -0.30
N  4.88745  1.92992  1.76063  -0.11
H  5.54225  3.93867  2.53950  0.19
H  7.33685  3.76453  2.47011  0.21
H  4.81747  0.94986  1.52788  0.02
H  4.13644  2.40397  2.22628  0.05
C  -3.26719  -1.24910  -2.53294  0.49
O  -3.13914  -2.25005  -1.84340  -0.69
N  -2.54807  -0.13188  -2.47818  -0.20
N  -4.19869  -1.12501  -3.52922  -0.42
H  -2.88486  0.62670  -3.04548  0.23
H  -1.74457  0.03971  -1.89572  -0.08
H  -3.83720  -0.72645  -4.37830  0.22
H  -4.99200  -1.74468  -3.49317  0.25
C  2.64430  4.36637  1.69478  0.52
O  3.33609  4.91587  2.55764  -0.76
N  2.08569  3.17324  1.87055  -0.03
N  2.12527  4.84864  0.56836  -0.07
H  1.61467  2.60276  1.18138  -0.44
H  2.49663  2.67712  2.64811  0.38
H  1.69944  4.18368  -0.05074  -0.16
H  1.90580  5.82384  0.44728  0.23
C  -6.08242  -4.27645  -0.32985  0.50
O  -6.83259  -5.20483  -0.09147  -0.69
N  -5.22510  -4.20415  -1.39627  -0.26
N  -5.90535  -3.16063  0.40732  -0.31
H  -4.58262  -3.43380  -1.30379  0.25
H  -5.41441  -4.83933  -2.15129  0.20
H  -5.07897  -2.59339  0.40677  0.17
H  -6.51246  -3.19028  1.21401  0.19
C  0.84982  3.67198  -3.56809  0.46
O  0.30869  4.48906  -4.29557  -0.71
N  0.72135  2.36400  -3.73713  -0.01
N  1.50457  3.92691  -2.37964  -0.08
H  1.15891  1.75404  -3.06790  -0.25
H  0.13708  1.94555  -4.43967  0.19
H  1.46671  3.23595  -1.62446  -0.48
H  1.69495  4.87942  -2.11890  0.19
C  2.02847  -2.25502  -4.73129  0.47
O  1.04763  -2.32068  -5.45681  -0.69
N  2.04974  -1.52735  -3.56246  -0.04
N  3.19952  -2.79322  -5.04564  -0.29
H  2.99318  -1.27117  -3.33463  0.10
H  1.22077  -1.16071  -3.13347  -0.16
H  3.89839  -2.65178  -4.33667  0.20
H  3.25253  -3.50940  -5.74780  0.25
C  4.32408  1.99934  -2.54486  0.30
O  5.20881  2.25604  -3.35716  -0.77
N  3.42621  0.95551  -2.69622  0.10
N  4.27643  2.55503  -1.35252  0.06
H  2.62196  1.04931  -2.07721  -0.86
H  3.32723  0.52144  -3.59572  0.32
H  3.58201  2.22332  -0.69904  -0.13
H  4.93460  3.26070  -1.07314  0.20
C  4.38019  -4.14416  -1.00459  0.61
O  4.11146  -5.28851  -0.65175  -0.70
N  3.50463  -3.35548  -1.65148  -0.10
N  5.58289  -3.56685  -0.86678  -0.36
H  2.54668  -3.55731  -1.86961  0.12
H  3.95923  -2.50446  -1.93105  0.00
H  5.84669  -2.73964  -1.36987  0.17
H  6.22690  -4.12216  -0.32825  0.21
C  -1.61062  3.62879  -0.29959  0.28
O  -2.16929  4.72258  -0.15395  -0.78
N  -0.61797  3.30372  0.51972  0.63
N  -1.78572  2.72404  -1.25395  0.29
H  -0.33366  2.35774  0.32747  -0.99
H  -0.32220  4.05940  1.11395  0.22
H  -1.03891  2.09407  -1.50494  -0.18
H  -2.55631  2.89843  -1.87939  0.17
C  -0.69778  -1.84775  5.15079  0.60
O  -1.70450  -2.50987  5.43739  -0.69
N  -0.04982  -2.01627  4.02283  -0.09
N  -0.05776  -1.02686  6.03262  -0.38
H  -0.53135  -2.54547  3.30840  0.09
H  0.95012  -1.92961  4.10149  0.19
H  0.66638  -0.46095  5.62587  0.16
H  -0.48348  -0.89295  6.93217  0.24
C  -1.89396  -5.01732  2.51784  0.61
O  -3.09052  -4.78489  2.52495  -0.64
N  -1.07694  -4.14521  1.92119  -0.24
N  -1.31913  -6.09868  3.03400  -0.40
H  -1.65407  -3.51663  1.38429  -0.03
H  -0.07172  -4.16178  1.90312  0.19
H  -0.31693  -6.19753  3.04654  0.15
H  -1.74978  -6.74222  3.67499  0.25
C  -0.87258  2.43427  4.37816  0.64
O  0.03080  2.50778  5.21172  -0.69
N  -0.75366  1.68827  3.25504  0.14
N  -1.98502  3.17930  4.51220  -0.40
H  -1.46440  1.78996  2.55239  -0.04
H  0.07651  1.12302  3.23031  -0.22
H  -1.95381  3.84964  5.25993  0.23
H  -2.76508  3.05558  3.89108  0.17



Entry 3:
Below is C27H17Cl2N6O3Rb as an isolated structure, with properties calculated with the ωB97M-V functional and the def2-TZVPD basis.

Output
HOMO energy, eV: -1.3676
E_tot, eV: -69062.2716
LUMO level, eV: 3.848
F_max, eV Å⁻¹: 0.46
Charge: -2

Last column: Mulliken charge in e.
Geometry (Å):
Rb  -0.07670  -0.12990  0.24206  0.81
Cl  2.98249  -1.74732  7.35050  -0.29
C  2.61168  -1.89184  5.64241  0.07
C  1.84017  -0.91853  5.03800  -0.43
C  1.51139  -0.94993  3.67535  0.00
N  0.82086  0.10613  3.07596  -0.33
C  -0.09416  0.75366  3.77501  0.35
O  -0.60298  0.48824  4.88960  -0.79
C  -0.62058  2.04077  3.12888  0.15
C  -1.27738  2.95624  3.95568  -0.57
C  -1.78868  4.11696  3.40736  -0.15
C  -1.66351  4.32897  2.03910  -0.78
C  -1.00878  3.36479  1.29303  -0.22
N  -0.47751  2.26310  1.82244  0.02
C  1.99709  -2.04010  2.89722  -0.05
C  2.77003  -3.01593  3.54232  -0.46
C  3.07255  -2.95788  4.88835  0.07
Cl  4.03496  -4.23932  5.60091  -0.29
N  1.61913  -2.19061  1.55827  -0.19
C  2.44678  -2.78526  0.72176  0.34
O  3.65203  -3.10475  0.85563  -0.83
C  1.83388  -3.16854  -0.63353  0.30
C  2.64347  -3.88985  -1.51580  -0.35
C  2.12639  -4.31639  -2.72440  -0.33
C  0.80902  -4.00848  -3.03630  -0.54
C  0.08469  -3.27445  -2.11343  -0.36
N  0.56903  -2.86737  -0.94149  -0.20
H  1.46044  -0.10680  5.63971  0.45
H  -1.37522  2.71058  5.00312  0.43
H  -2.29475  4.84434  4.03316  0.37
H  -2.07621  5.20741  1.55875  0.37
H  -0.91619  3.46746  0.21598  0.43
H  3.15654  -3.83565  2.95653  0.47
H  3.65803  -4.09267  -1.20499  0.43
H  2.73883  -4.88079  -3.41911  0.38
H  0.35893  -4.30600  -3.97515  0.39
H  -0.93893  -2.98238  -2.33038  0.32
O  -2.03449  1.12953  -1.01472  -0.64
C  -2.42407  1.90226  -1.93011  -0.17
C  -3.39950  2.93407  -1.69978  -0.31
C  -3.87247  3.74820  -2.70239  -0.41
C  -3.40899  3.62727  -4.02019  -0.69
C  -2.44332  2.66644  -4.27883  -0.52
C  -1.93848  1.82281  -3.29079  0.48
C  -0.90305  0.84553  -3.64296  0.02
N  0.12928  0.45860  -2.91992  -0.25
C  0.84644  -0.41657  -3.70231  -0.52
C  0.25063  -0.57162  -4.91658  -0.51
N  -0.86255  0.24179  -4.86889  -0.05
H  -3.76573  3.03061  -0.68322  0.42
H  -4.61506  4.50554  -2.46750  0.34
H  -3.77225  4.27617  -4.80678  0.35
H  -2.03688  2.59526  -5.28560  0.35
H  1.73599  -0.89966  -3.32788  0.45
H  0.49220  -1.17621  -5.77374  0.45
H  -1.56456  0.33205  -5.58034  0.23



Entry 4:
Below is a 2-piece molecular cluster, H3S3 overall, with properties calculated with the ωB97M-V functional and the def2-TZVPD basis.

Output
HOMO energy, eV: -3.3274
E_tot, eV: -32555.6398
LUMO level, eV: 3.361
F_max, eV Å⁻¹: 0.63
Relative energy (zero: lowest compared OMol25 entry of this formula, charge and spin), kcal per mole: 4.6
Charge: -1

Last column: Mulliken charge in e.
Geometry (Å):
S  1.25928  -1.07133  1.40989  -0.26
H  0.77583  0.10254  1.81829  0.14
S  -1.89266  0.60316  -0.44722  -0.73
S  1.28824  -0.62229  -0.64030  -0.28
H  -1.30672  1.25356  -1.49324  0.01
H  -0.12398  -0.26564  -0.64742  0.11



| no. | Kohn-Sham gap (eV) |
| --- | --- |
| 1 | 11.00 |
| 2 | 9.31 |
| 3 | 5.22 |
| 4 | 6.69 |